Here is C25H49NO2PdSSi2 as an isolated structure in a non-equilibrium geometry from the OMol25 dataset. Energies are from ωB97M-V with the def2-TZVPD basis set.

Geometry as ORCA input:
```
! RIJCOSX wB97M-V def2-TZVPD def2/J DEFGRID3
* xyz 0 3
O 3.759 -1.474 -0.891
O 3.707 -4.178 -0.300
C 3.274 -0.788 -2.055
C 2.635 0.578 -1.865
H 2.542 -1.448 -2.553
H 4.146 -0.725 -2.721
H 1.766 0.538 -1.190
H 2.264 0.904 -2.842
H 3.351 1.323 -1.510
C 3.665 -0.811 0.387
C 5.034 -0.827 1.019
H 2.950 -1.389 0.991
H 3.291 0.226 0.327
H 5.316 -1.850 1.274
H 5.081 -0.228 1.935
H 5.780 -0.408 0.337
C 3.601 -5.144 0.761
C 4.815 -4.362 -1.191
C 3.853 -4.460 2.085
H 4.317 -5.973 0.611
H 2.577 -5.556 0.756
H 4.901 -4.139 2.157
H 3.653 -5.167 2.896
H 3.191 -3.594 2.217
C 6.153 -4.258 -0.499
H 4.714 -3.571 -1.949
H 4.695 -5.341 -1.692
H 6.228 -3.305 0.038
H 6.940 -4.292 -1.255
H 6.318 -5.095 0.189
H 2.250 -2.817 -0.869
Pd -0.673 -0.363 -0.693
C 1.174 -3.174 -0.954
Si 1.069 -4.559 -2.253
H 0.891 -3.569 0.026
H 0.519 -2.312 -1.154
C 2.205 -4.119 -3.683
C -0.710 -4.721 -2.813
C 1.522 -6.281 -1.648
C -0.759 -0.664 -2.602
Si -2.559 -0.046 -2.543
H -0.502 -1.700 -2.879
H -0.060 0.031 -3.098
C -3.491 -1.434 -3.387
C -2.614 1.531 -3.549
C -3.428 0.335 -0.905
H 1.390 -6.982 -2.482
H 0.861 -6.607 -0.838
H 2.555 -6.372 -1.302
H 1.800 -3.271 -4.251
H 2.310 -4.969 -4.372
H 3.209 -3.847 -3.336
H -1.216 -3.758 -2.940
H -1.271 -5.316 -2.081
H -0.724 -5.255 -3.770
H -1.733 1.626 -4.195
H -2.679 2.427 -2.919
H -3.504 1.508 -4.192
H -2.991 1.180 -0.357
H -3.455 -0.531 -0.229
H -4.461 0.595 -1.169
H -4.392 -1.024 -3.861
H -3.795 -2.208 -2.672
H -2.869 -1.897 -4.163
S 0.049 3.562 1.509
C -0.240 4.023 -0.112
C -0.465 2.918 -0.944
C -0.432 1.708 -0.225
C -0.161 1.869 1.106
C -0.001 0.754 1.990
C 0.343 0.816 3.353
C 0.650 -0.352 4.028
C 0.536 -1.582 3.375
C 0.076 -1.606 2.048
N -0.137 -0.455 1.397
H -0.239 5.062 -0.414
H -0.661 2.981 -2.008
H 0.391 1.798 3.813
H 0.991 -0.297 5.061
H 0.788 -2.524 3.855
H -0.117 -2.530 1.504
*
```

Summary:
LUMO (alpha / beta)   0.1 / -1.1 eV
E_HOMO (alpha / beta)   -6.35 / -7.99 eV
Molecular weight   590.33 u
Energy above the lowest of the compared OMol25 structures with the same formula, charge and spin   0.0 kcal/mol
Electronic energy   -2292.158329 hartree

Here is one molecule with the formula C3H5NS2 from the OMol25 dataset. Energies are from ωB97M-V with the def2-TZVPD basis set.

Geometry as ORCA input:
```
! RIJCOSX wB97M-V def2-TZVPD def2/J DEFGRID3
* xyz 0 1
C 0.092 -1.627 0.570
C -0.568 -0.316 0.192
S -2.171 -0.092 0.348
N 0.350 0.610 -0.270
C 0.215 1.914 -0.719
S -1.090 2.856 -0.872
H -0.360 -2.440 0.019
H -0.126 -1.831 1.629
H 1.154 -1.649 0.400
H 1.318 0.286 -0.283
H 1.185 2.289 -1.014
*
```

Summary:
LUMO   -0.5 eV
E_HOMO   -7.95 eV
Molecular weight   119.21 u
Energy above the lowest of the compared OMol25 structures with the same formula, charge and spin   17.1 kcal/mol
SMILES   CC(=S)NC=S
Electronic energy   -968.417758 hartree

Here is one molecule with the formula C16H13NO5S from the OMol25 dataset. Energies are from ωB97M-V with the def2-TZVPD basis set.

Geometry as ORCA input:
```
! RIJCOSX wB97M-V def2-TZVPD def2/J DEFGRID3
* xyz 0 1
O -2.192 -4.435 -4.337
C -1.770 -3.311 -4.204
C -1.515 -2.383 -5.388
O -0.549 -1.367 -5.191
C -0.481 -0.817 -3.956
C 0.149 0.413 -3.801
C 0.262 0.993 -2.554
C -0.263 0.355 -1.429
C -0.199 0.907 -0.063
O -0.757 0.387 0.875
C 0.619 2.184 0.127
O 0.686 2.528 1.498
C 1.517 1.782 2.247
O 2.246 0.945 1.788
C 1.418 2.162 3.705
C 0.885 1.009 4.508
C 1.335 0.689 5.816
C 0.695 -0.383 6.342
S -0.468 -1.034 5.255
C -0.089 0.159 4.081
C -0.884 -0.887 -1.584
C -0.988 -1.478 -2.827
N -1.545 -2.745 -2.993
H -2.483 -1.926 -5.651
H -1.175 -2.977 -6.239
H 0.550 0.894 -4.679
H 0.750 1.950 -2.468
H 0.135 3.024 -0.376
H 1.630 2.028 -0.267
H 2.416 2.416 4.067
H 0.765 3.033 3.799
H 2.101 1.241 6.331
H 0.833 -0.838 7.302
H -0.599 0.155 3.138
H -1.269 -1.385 -0.707
H -1.764 -3.287 -2.167
*
```

Summary:
LUMO   -0.1 eV
E_HOMO   -8.74 eV
Molecular weight   331.35 u
Energy above the lowest of the compared OMol25 structures with the same formula, charge and spin   32.5 kcal/mol
SMILES   O=C1COc2ccc(C(=O)COC(=O)Cc3ccsc3)cc2N1
Electronic energy   -1446.681281 hartree

Here is a 2-piece molecular cluster, C3H7O3 overall in a non-equilibrium geometry from the OMol25 dataset. Energies are from ωB97M-V with the def2-TZVPD basis set.

Geometry as ORCA input:
```
! RIJCOSX wB97M-V def2-TZVPD def2/J DEFGRID3
* xyz -1 1
O 0.237 -2.775 0.054
C 1.029 -1.978 -0.451
O 1.424 -0.883 0.046
H 1.465 -2.109 -1.466
H 0.992 0.842 0.253
C -0.843 1.172 -0.201
O 0.415 1.647 0.212
C -1.936 2.129 0.274
H -0.885 1.109 -1.301
H -0.975 0.145 0.139
H -2.486 1.700 1.121
H -1.451 3.000 0.712
H -2.678 2.306 -0.499
*
```

Summary:
LUMO   4.0 eV
E_HOMO   -4.51 eV
Molecular weight   91.09 u
Energy above the lowest of the compared OMol25 structures with the same formula, charge and spin   20.0 kcal/mol
Electronic energy   -344.278336 hartree